{
  "formula": "C4H6N2",
  "method": "ωB97M-V/def2-TZVPD",
  "species": ["N", "N", "C", "C", "C", "C", "H", "H", "H", "H", "H", "H"],
  "xyz": [[0.3717, 1.6794, 0.2445], [1.3933, -0.3342, -0.0560], [-0.7596, -1.6651, -0.4405], [0.0878, -0.5010, 0.0008], [-0.6497, 0.7033, 0.2441], [1.5700, 0.9975, 0.3027], [-1.8427, -1.3760, -0.7758], [-0.7768, -2.4130, 0.3828], [-1.7468, 0.6325, 0.5718], [-0.2576, -1.9560, -1.3890], [0.1566, 2.6203, 0.5244], [2.4539, 1.6123, 0.3903]],
  "atomic_forces_ev_per_a": [[-1.487, -1.945, 1.994], [1.899, 2.910, 1.672], [-0.185, -0.199, -0.618], [-4.783, 2.329, -0.243], [1.434, -1.881, -0.293], [-1.289, -0.835, -2.202], [2.062, -0.308, 1.027], [-0.069, -0.071, -1.080], [1.932, 1.246, -0.887], [-0.430, -0.808, 0.739], [0.586, 0.184, 0.091], [0.330, -0.623, -0.200]],
  "charge": 0,
  "e_above_lowest_ev": 1.460,
  "smiles": "Cc1c[nH]cn1",
  "homo_energy_ev": -8.16,
  "lumo_ev": 0.92,
  "e_tot_ev": -7224.131
}

---

{
  "formula": "C10H30BHgN2O4",
  "method": "ωB97M-V/def2-TZVPD",
  "species": ["Hg", "O", "O", "O", "O", "N", "N", "C", "C", "C", "C", "C", "C", "C", "C", "C", "C", "B", "H", "H", "H", "H", "H", "H", "H", "H", "H", "H", "H", "H", "H", "H", "H", "H", "H", "H", "H", "H", "H", "H", "H", "H", "H", "H", "H", "H", "H", "H"],
  "xyz": [[0.2022, -0.5047, -0.8550], [1.8941, -2.3690, -1.1743], [-0.4771, -0.1657, -3.0160], [2.2908, 0.6456, -1.0738], [-0.7714, -0.0497, 4.3832], [-1.1107, 1.5126, -0.7416], [-0.5036, -0.4159, 1.4220], [0.3556, -0.5949, -4.0044], [-1.0123, 1.1646, -3.1948], [-1.8935, 1.5981, -1.9616], [0.3261, -0.6553, 3.7070], [-2.6443, 2.8906, -2.0869], [3.3636, -0.2682, -0.8821], [3.1916, -1.7770, -1.3287], [0.7699, 1.4654, 2.2907], [0.5746, -0.0577, 2.2647], [-0.8251, -0.5745, 5.7053], [-1.1720, -2.4909, -0.9363], [0.9442, 1.9181, 1.3146], [-0.0315, -0.2973, 6.3992], [-1.7487, -0.2470, 6.1825], [-0.0883, 1.9773, 2.7259], [-0.2394, -0.8281, -4.8874], [3.5441, -1.8788, -2.3551], [-0.4709, 2.2920, -0.6836], [-3.4696, 2.9218, -2.7983], [-1.6878, -3.4385, -0.9468], [4.2624, 0.1458, -1.3392], [-0.7025, -2.3326, -1.8948], [-0.2403, 1.9259, -3.3071], [-0.8759, -1.6619, 5.6500], [-2.0447, 3.7815, -2.2732], [1.5854, 1.8459, 2.9058], [1.2574, -0.6152, 4.2719], [1.0504, 0.1685, -4.3545], [-1.8366, -1.6549, -0.7822], [0.1777, -1.7316, 3.6198], [-1.7168, 1.7424, 0.0329], [-0.7688, -1.2494, 1.9271], [0.8289, -1.5169, -3.6667], [1.5029, -0.5107, 1.9166], [3.9351, -2.3685, -0.7946], [3.5572, -0.2871, 0.1904], [-1.6425, 1.1087, -4.0824], [-2.6417, 0.8101, -1.8760], [-1.3371, 0.1019, 1.6615], [-0.4701, -2.5176, -0.1173], [-3.1911, 3.0430, -1.1564]],
  "atomic_forces_ev_per_a": [[3.230, -1.595, 0.531], [1.405, 2.128, 0.064], [-1.876, 2.666, 0.950], [-0.444, -0.963, -0.224], [0.880, -0.179, 0.620], [-0.118, 1.198, 0.086], [-1.255, -0.867, 0.907], [0.573, -0.691, -1.913], [-0.596, -0.339, 0.756], [0.144, -1.716, -1.168], [0.863, 0.607, -1.007], [-0.717, 0.856, -0.086], [-1.449, 0.121, 0.302], [-1.904, -0.280, 0.022], [-0.033, 0.601, 0.343], [1.181, 1.596, 2.592], [-1.048, -0.180, -0.175], [-0.220, -0.161, -0.052], [0.028, -0.501, -0.290], [0.530, 0.250, -0.436], [-0.124, 0.153, -0.234], [-0.449, -0.200, -0.021], [-0.261, -0.260, -0.358], [-0.100, 0.250, -0.852], [0.739, 0.123, -0.390], [0.247, -0.416, -0.526], [-2.169, -3.475, -0.077], [0.362, -0.034, -0.367], [1.861, 0.109, -3.704], [0.469, -0.163, -0.253], [0.116, -0.228, 0.104], [0.301, -0.059, 0.062], [0.340, -0.551, 0.098], [0.130, 0.592, 0.389], [0.487, 0.029, 0.474], [-3.503, 3.245, 0.753], [-0.436, -0.321, -0.252], [-0.364, -0.533, 0.335], [-0.437, -1.359, -1.395], [0.293, 0.211, 0.153], [-0.034, -0.207, -0.225], [0.415, -0.054, 0.663], [0.262, -0.198, 0.650], [-0.113, 0.386, -0.173], [-0.073, -0.205, 0.059], [-0.094, 0.960, -0.163], [2.740, -0.489, 3.095], [0.219, 0.144, 0.330]],
  "charge": -1,
  "e_above_lowest_ev": 0.000,
  "homo_energy_ev": -2.90,
  "lumo_ev": 2.56,
  "e_tot_ev": -26871.466
}

---

{
  "formula": "H26NO16",
  "method": "ωB97M-V/def2-TZVPD",
  "species": ["O", "O", "O", "O", "O", "O", "O", "O", "O", "O", "O", "O", "O", "O", "O", "O", "N", "H", "H", "H", "H", "H", "H", "H", "H", "H", "H", "H", "H", "H", "H", "H", "H", "H", "H", "H", "H", "H", "H", "H", "H", "H", "H"],
  "xyz": [[1.5634, -2.2372, 1.6738], [1.4674, -1.5382, -2.9862], [-0.8656, -0.5882, 3.1428], [0.1794, 3.4418, 1.0388], [1.1774, 1.1388, 2.4088], [-0.4066, -1.1992, -0.2312], [-2.7666, -1.6712, -1.4772], [4.4004, -0.6722, -1.7152], [2.4854, 2.3318, -0.5962], [0.4994, -3.7002, -0.9712], [0.7914, 0.3418, -1.1172], [-2.2166, -2.4952, 1.7128], [-0.7586, 0.9138, -3.4612], [-1.6716, 3.3808, -0.8732], [-2.6786, 1.4198, 2.2508], [-0.6956, 0.8468, 0.3248], [0.0174, -0.0172, -0.1672], [-2.2926, 2.7158, -1.2192], [-0.0256, 3.4738, 1.9718], [-1.8706, 1.1798, 1.7418], [4.7034, -1.2842, -2.4042], [-0.2316, 0.0178, 2.7098], [1.1054, -1.2502, -2.1142], [0.6314, 1.6768, 1.7928], [-0.1096, 0.8508, -2.7722], [-1.2226, 2.9888, -0.1272], [3.4424, -0.6062, -1.8922], [-1.9066, -1.3932, -1.1162], [1.0484, -2.2692, 0.9138], [1.4934, -2.5142, -3.2592], [-1.1336, -0.0872, 3.8758], [-3.3536, -1.9722, -0.7502], [0.0164, -2.8762, -0.7222], [-1.1086, 1.7678, -3.4512], [1.7154, 0.6078, 1.8488], [1.9834, 3.0048, -1.0662], [0.9854, -1.9302, 2.3618], [2.0244, 1.5208, -0.7472], [-1.7626, -1.6722, 1.8928], [-2.7786, 0.6948, 2.8478], [1.0364, 3.9098, 0.8688], [-3.1076, -2.2252, 1.6838], [0.1954, -4.0262, -1.8242]],
  "atomic_forces_ev_per_a": [[2.103, 0.172, 1.873], [0.573, -1.021, -1.117], [0.778, -0.844, -1.476], [1.002, 0.596, -0.322], [-1.319, 0.893, 0.616], [1.144, -0.151, 1.844], [-0.901, -0.250, 0.025], [-0.314, -0.213, -0.450], [1.109, 1.651, 0.420], [0.014, 0.183, 0.411], [1.277, -0.584, 1.590], [0.904, -0.907, -0.134], [0.079, -2.052, -0.965], [-0.964, 0.051, -1.082], [0.655, 0.817, -0.767], [0.536, 0.314, 1.962], [-3.060, 0.224, -5.463], [0.467, 0.282, 0.395], [0.137, 0.502, 0.387], [-0.890, 0.040, 0.198], [-0.176, 0.254, 0.328], [0.298, -0.079, 0.123], [0.166, -1.244, -0.738], [0.754, -0.207, 0.059], [0.527, 0.049, 0.637], [0.304, -0.243, 0.226], [0.440, -0.100, 0.050], [-0.629, -0.257, 0.326], [-1.450, -0.253, -2.149], [-0.478, 2.380, 1.739], [-0.569, 0.861, 1.797], [1.167, 0.395, -0.543], [0.261, -0.988, -0.808], [-0.689, 2.094, 0.257], [0.991, -0.723, -0.746], [-0.061, -0.262, -0.118], [-0.555, 0.090, 0.542], [-0.811, -0.908, -0.321], [0.529, 0.286, 0.230], [-0.151, -0.716, 0.442], [-1.100, -0.834, 0.536], [-1.771, 0.284, -0.063], [-0.327, 0.420, 0.247]],
  "charge": -1,
  "e_above_lowest_ev": 1.610,
  "homo_energy_ev": -7.75,
  "lumo_ev": 2.33,
  "e_tot_ev": -34671.136
}